# 1
C36H66BrF3IN8O15P3S | ωB97M-V/def2-TZVPD

The total energy is -7571.624547 hartree. The value obtained for the energy above the lowest of the compared OMol25 structures with the same formula, charge and spin is 0.000 eV. The HOMO-LUMO gap comes out at 0.2927 hartree. The net charge is 0. The max |F| is 2.0 eV/A. The HOMO energy comes out at -8.4 eV.

Geometry (Å):
C  -1.7500  -4.7773  3.0739
C  -0.2569  -4.4432  3.1571
O  0.0560  -4.4209  4.5547
C  0.0782  -3.1145  2.4372
C  0.9924  -3.1695  1.1817
C  0.9825  -1.7375  0.5800
O  -0.3221  -1.1353  0.5646
C  -0.5158  -0.1064  1.4577
C  0.2812  1.0219  1.4373
C  0.0639  2.0608  2.3197
C  -0.9865  1.9863  3.2106
C  -1.7910  0.8702  3.2247
C  -1.5570  -0.1791  2.3557
C  0.3661  -4.2105  0.2197
C  -1.0105  -3.8344  -0.3310
C  -1.6738  -4.9810  -1.1050
O  -2.3505  -5.8843  -0.2497
C  -3.6590  -5.4910  0.0498
C  -4.4378  -6.6888  0.6145
F  -3.7048  -7.8094  0.6126
F  -4.8202  -6.4704  1.8895
F  -5.5425  -6.9465  -0.1143
N  1.2899  -4.6548  -0.8926
P  1.0917  -3.9070  -2.4995
C  1.1628  -5.4301  -3.5273
O  2.5237  -3.2472  -2.9017
C  2.5248  -4.9471  -0.4620
N  3.5477  -5.1989  -1.2468
P  5.2198  -5.4306  -0.6398
O  5.9435  -4.4459  -1.6992
I  5.6475  -7.6199  -1.6508
N  2.7643  -4.9568  0.9240
S  2.6787  -6.5088  1.5635
C  2.4523  -6.5403  3.3180
O  1.5595  -7.1680  0.9324
O  3.9357  -7.1601  1.3074
C  2.4759  -3.6185  1.5124
C  3.6210  -2.7441  0.7821
O  4.6766  -2.5716  1.4094
O  3.3755  -2.4610  -0.4136
P  2.8731  -3.4709  3.3842
O  4.3094  -4.2028  3.4314
Br  3.1250  -1.2582  3.6195
H  -1.9364  -5.3048  2.1356
H  -2.3717  -3.8870  3.1549
H  -1.9711  -5.4892  3.8672
H  0.2601  -5.3050  2.7299
H  0.5120  -3.6033  4.7733
H  0.4263  -2.3447  3.1311
H  -0.8855  -2.7322  2.1146
H  1.3110  -1.7873  -0.4516
H  1.6591  -1.0963  1.1405
H  1.0904  1.0889  0.7201
H  0.7108  2.9226  2.3022
H  -1.1617  2.8179  3.8781
H  -2.6283  0.8070  3.9069
H  -2.2175  -1.0360  2.3717
H  0.1871  -5.1399  0.7646
H  -1.6761  -3.6317  0.5064
H  -0.9904  -2.9275  -0.9273
H  -0.9644  -5.5416  -1.7108
H  -2.3965  -4.5347  -1.7976
H  -3.6575  -4.7254  0.8324
H  -4.1998  -5.1300  -0.8278
H  2.1877  -5.6034  -3.8628
H  0.7993  -6.2866  -2.9641
H  0.5671  -5.2546  -4.4205
H  2.3581  -2.3631  -3.2457
H  3.4146  -5.2076  -2.2484
H  6.1524  -4.8675  -2.5427
H  1.8995  -5.7209  3.7687
H  3.4431  -6.5904  3.7601
H  1.9395  -7.4897  3.4660
H  5.0304  -3.5872  3.2205
C  0.8574  5.3963  1.1033
O  0.0063  5.1405  1.9371
N  1.3656  6.6141  0.8669
C  2.3693  6.8456  -0.1512
C  0.8873  7.7377  1.6573
H  1.2898  4.6157  0.4493
H  3.2776  7.2539  0.2976
H  1.9894  7.5523  -0.8919
H  2.6143  5.9089  -0.6489
H  1.0837  7.5460  2.7134
H  -0.1861  7.8489  1.5191
H  1.3868  8.6511  1.3490
C  -1.3207  7.0247  -1.0395
O  -0.8965  8.1679  -0.9771
N  -2.6003  6.6824  -1.2321
C  -3.0128  5.2958  -1.2853
C  -3.6041  7.7288  -1.3957
H  -0.6514  6.1542  -0.9369
H  -3.4698  5.0737  -2.2521
H  -3.7385  5.0848  -0.4974
H  -2.1503  4.6469  -1.1452
H  -3.3467  8.3418  -2.2602
H  -3.6345  8.3613  -0.5071
H  -4.5762  7.2646  -1.5449
C  -2.2376  8.6530  -5.1497
O  -2.8254  8.9233  -4.1159
N  -0.9246  8.8471  -5.3369
C  -0.2642  8.5031  -6.5787
C  -0.1560  9.4260  -4.2405
H  -2.7476  8.2137  -6.0238
H  0.5175  7.7661  -6.3967
H  0.1868  9.3922  -7.0267
H  -0.9906  8.0905  -7.2772
H  -0.2262  8.7978  -3.3543
H  -0.5655  10.4071  -3.9942
H  0.8818  9.5208  -4.5340
C  -6.1593  -6.3335  7.3252
O  -6.4194  -5.1526  7.4379
N  -5.8982  -6.9489  6.1549
C  -5.5941  -8.3619  6.0758
C  -5.9245  -6.1581  4.9360
H  -6.1149  -7.0153  8.1921
H  -4.6016  -8.5163  5.6472
H  -6.3274  -8.8767  5.4515
H  -5.6160  -8.7984  7.0723
H  -5.1914  -5.3529  4.9968
H  -6.9093  -5.7094  4.8017
H  -5.6965  -6.7949  4.0875
C  3.3257  8.1651  -4.8207
O  2.2845  7.5398  -4.7386
N  4.3689  7.8127  -5.5920
C  5.5860  8.5973  -5.6506
C  4.2630  6.6019  -6.3895
H  3.5003  9.0956  -4.2530
H  5.7673  8.9440  -6.6696
H  6.4401  7.9999  -5.3266
H  5.4971  9.4628  -4.9975
H  3.4239  6.6765  -7.0815
H  4.0928  5.7390  -5.7455
H  5.1832  6.4604  -6.9502

# 2
C3H3NO | ωB97M-V/def2-TZVPD

The total energy is -245.838219 hartree. The SMILES is O=C1[C@H]2CN12. The value obtained for the energy above the lowest of the compared OMol25 structures with the same formula, charge and spin is 6.893 eV. The HOMO-LUMO gap comes out at 0.3413 hartree. The net charge is 0. The max |F| is 8.4 eV/A. The HOMO energy comes out at -9.5 eV.

Geometry (Å):
O  -2.8405  0.1851  0.3011
C  -1.1151  0.0076  -0.0345
C  0.0905  0.6980  -0.3014
C  0.9358  -0.3392  0.3174
N  -0.1984  -0.8766  -0.4263
H  0.3288  1.3378  -1.1322
H  1.9074  -0.5529  -0.1183
H  0.8915  -0.4598  1.3941

# 3
C44H56N7O3S2Si3V | ωB97M-V/def2-TZVPD

The total energy is -4928.320939 hartree. The value obtained for the energy above the lowest of the compared OMol25 structures with the same formula, charge and spin is 3.025 eV. The HOMO-LUMO gap (alpha / beta) comes out at 0.2256 / 0.2260 hartree. The spin multiplicity is 4. The net charge is -1. The max |F| is 0.8 eV/A. The HOMO energy (alpha / beta) comes out at -3.8 / -3.9 eV.

Geometry (Å):
V  -0.2918  -0.2917  0.1314
C  -5.0193  0.3839  5.3490
C  -3.7244  0.2438  4.5940
C  -2.7663  -0.7026  4.9592
C  -1.6141  -0.8738  4.2224
C  -1.3170  -0.0972  3.0805
N  -0.2337  -0.3524  2.2768
C  0.9273  -0.7596  2.9192
C  1.4041  -0.1274  4.0791
C  2.5898  -0.4947  4.6836
C  3.4037  -1.4881  4.1442
C  4.7637  -1.7964  4.7049
C  2.9433  -2.1374  3.0137
C  1.7210  -1.8143  2.4453
N  1.1971  -2.7255  1.4827
C  1.2124  -4.0673  1.6366
C  0.3917  -4.6065  0.6767
C  -0.1059  -3.4963  -0.0136
N  0.3949  -2.3648  0.4647
C  -2.2641  0.8893  2.7620
C  -3.4486  1.0212  3.4831
N  -2.0315  1.8227  1.7158
C  -2.4756  3.0978  1.7011
C  -2.2631  3.6045  0.4460
C  -1.6589  2.5526  -0.2504
N  -1.5070  1.4875  0.5147
H  -4.8579  0.3114  6.4260
H  -5.7322  -0.3976  5.0727
H  -5.4914  1.3458  5.1460
H  -2.9396  -1.3338  5.8248
H  -0.8995  -1.6349  4.5111
H  0.8168  0.6827  4.4959
H  2.9156  0.0379  5.5697
H  4.8829  -1.3734  5.7032
H  5.5382  -1.3694  4.0623
H  4.9426  -2.8721  4.7661
H  3.5379  -2.9220  2.5591
H  1.7704  -4.5154  2.4397
H  0.1708  -5.6454  0.5071
H  -0.8051  -3.4684  -0.8267
H  -4.1753  1.7569  3.1576
H  -2.8724  3.5521  2.5916
H  -2.4609  4.6024  0.0983
H  -1.2859  2.5240  -1.2519
C  0.1244  1.6580  -4.9549
Si  0.7698  1.3689  -3.1847
C  2.6483  1.2880  -3.3157
C  0.5923  3.1109  -2.4544
C  -0.0248  -0.1221  -2.3911
Si  0.9768  -1.5887  -2.9523
C  0.0323  -3.2595  -3.0575
C  1.5928  -1.5269  -4.7536
C  2.5118  -1.8873  -1.8844
Si  -1.7669  -0.3012  -2.8680
C  -2.1839  -1.1574  -4.5115
C  -2.8416  1.2664  -2.9777
C  -2.6754  -1.3311  -1.5211
C  -3.8318  -2.0706  -1.7715
C  -4.4847  -2.7299  -0.7446
C  -3.9648  -2.6423  0.5369
C  -2.8072  -1.9116  0.7257
N  -2.1749  -1.2741  -0.2669
H  0.5988  2.5540  -5.3685
H  -0.9568  1.8243  -4.9784
H  0.3455  0.8250  -5.6220
H  2.9615  1.9511  -4.1292
H  3.0989  0.3138  -3.4894
H  3.0773  1.6891  -2.3970
H  1.3207  3.7092  -3.0118
H  0.8577  3.1827  -1.3980
H  -0.3813  3.5831  -2.6106
H  -1.0199  -3.2329  -2.7675
H  0.5286  -4.0252  -2.4591
H  0.0646  -3.5920  -4.0986
H  0.7420  -1.5720  -5.4396
H  2.1979  -2.4247  -4.9236
H  2.2007  -0.6629  -5.0181
H  2.4121  -1.3393  -0.9456
H  3.4296  -1.5352  -2.3629
H  2.6316  -2.9529  -1.6639
H  -1.7537  -0.5559  -5.3177
H  -3.2651  -1.1871  -4.6785
H  -1.7921  -2.1689  -4.6106
H  -2.2730  2.1590  -3.2451
H  -3.3633  1.4721  -2.0421
H  -3.5951  1.1175  -3.7561
H  -4.2105  -2.1249  -2.7842
H  -5.3823  -3.3048  -0.9387
H  -4.4328  -3.1345  1.3784
H  -2.3476  -1.8407  1.7035
O  1.8984  0.6816  0.3220
C  3.4765  1.7726  2.1682
C  4.6639  1.3760  2.7763
C  4.9902  1.7727  4.0591
C  4.1335  2.6040  4.7667
C  2.9648  3.0253  4.1677
C  2.6161  2.6269  2.8745
C  1.3394  3.2646  2.3729
O  0.8409  4.1930  2.9722
O  0.7998  2.8247  1.2564
H  1.1667  1.9380  0.9344
H  5.3394  0.7569  2.2048
H  5.9200  1.4356  4.5022
H  4.3815  2.9323  5.7688
H  2.2889  3.7005  4.6739
S  3.2997  1.3906  0.3765
C  4.5517  0.4005  0.0262
N  4.7616  -0.9113  0.5790
C  6.1388  -1.3321  0.2581
C  6.8454  -0.2013  -0.5082
S  5.5211  0.5865  -1.4581
H  4.1118  -1.5756  0.1687
H  6.1116  -2.2259  -0.3702
H  6.6995  -1.5773  1.1681
H  7.6295  -0.5825  -1.1634
H  7.2696  0.5295  0.1825

# 4
C3H13O3S | ωB97M-V/def2-TZVPD

The total energy is -746.025456 hartree. The value obtained for the energy above the lowest of the compared OMol25 structures with the same formula, charge and spin is 1.326 eV. The HOMO-LUMO gap comes out at 0.2288 hartree. The net charge is -1. The max |F| is 3.4 eV/A. The HOMO energy comes out at -3.0 eV.

Geometry (Å):
C  -0.7814  0.1967  -1.8243
C  -2.1881  0.7135  -1.5136
C  -3.2372  -0.3292  -0.9552
S  -2.8740  -0.9659  0.7129
H  -0.4358  0.4125  -2.8385
H  -0.1163  0.6264  -0.9925
H  -0.7269  -0.8790  -1.7762
H  -2.6597  1.1874  -2.5081
H  -2.2642  1.4380  -0.7273
H  -4.2044  0.1435  -0.8962
H  -3.3598  -1.2123  -1.6658
H  5.3779  0.8749  0.4691
H  6.0069  -0.2369  0.9626
O  6.2066  0.4216  0.2947
H  -0.8734  -0.2803  1.4583
H  -0.4869  -0.3051  3.0210
O  -0.1557  0.0645  2.1299
H  1.8071  0.0197  2.0757
H  2.3481  -1.4259  2.3844
O  2.6171  -0.4641  2.1889

# 5
C2H11NO3 | ωB97M-V/def2-TZVPD

The total energy is -363.260611 hartree. The SMILES is CNCO.O.O. The value obtained for the energy above the lowest of the compared OMol25 structures with the same formula, charge and spin is 0.375 eV. The HOMO-LUMO gap comes out at 0.3740 hartree. The net charge is 0. The max |F| is 0.6 eV/A. The HOMO energy comes out at -9.5 eV.

Geometry (Å):
C  -2.1526  0.1419  0.7413
N  -1.7547  -1.1523  0.1931
C  -0.3650  -1.2604  -0.0947
O  0.0521  -0.2598  -1.0531
H  -1.9131  0.9811  0.0895
H  -1.6494  0.2860  1.6992
H  -3.2259  0.1238  0.9268
H  -2.2931  -1.3844  -0.6384
H  0.1937  -1.1207  0.8334
H  -0.1662  -2.2443  -0.5042
H  0.9742  -0.4350  -1.2836
O  3.0369  -0.2860  -0.5569
H  2.2956  0.2524  -0.2172
H  3.7525  0.3602  -0.5245
O  1.3026  1.9188  0.4559
H  1.3314  2.6856  -0.1293
H  0.5810  1.3932  0.0628

# 6
C13H16IrN5O2S2 | ωB97M-V/def2-TZVPD

The total energy is -1829.621699 hartree. The value obtained for the energy above the lowest of the compared OMol25 structures with the same formula, charge and spin is 1.738 eV. The HOMO-LUMO gap (alpha / beta) comes out at 0.2068 / 0.2229 hartree. The spin multiplicity is 2. The net charge is +1. The max |F| is 2.6 eV/A. The HOMO energy (alpha / beta) comes out at -11.9 / -11.9 eV.

Geometry (Å):
Ir  0.9586  -0.3028  1.1832
S  1.4822  0.3670  3.3980
C  1.5277  -1.1727  4.1414
C  2.2908  -1.2733  5.3507
N  2.9456  -1.3382  6.2926
C  0.8619  -2.2485  3.6599
S  0.0131  -2.2330  2.1767
C  0.7903  -3.4563  4.4271
N  0.6894  -4.4227  5.0404
C  -0.7521  0.4542  -3.8212
C  0.4210  1.1164  -3.1320
N  0.2985  0.8987  -1.6939
C  -0.8479  0.6465  -1.0276
N  -0.7792  0.4345  0.3004
C  -2.0452  0.3538  1.0435
C  -3.0958  -0.3774  0.2334
C  -3.2854  0.3705  -1.0665
N  -1.9945  0.6166  -1.7147
C  -2.0198  0.9386  -3.1455
H  -0.6746  -0.6312  -3.7345
H  -0.7686  0.7130  -4.8781
H  0.4257  2.1876  -3.3483
H  1.3670  0.6988  -3.4734
H  1.1197  0.9797  -1.1207
H  -2.3865  1.3671  1.2763
H  -1.8618  -0.1509  1.9868
H  -4.0390  -0.4211  0.7755
H  -2.7614  -1.3994  0.0394
H  -3.7837  1.3273  -0.8869
H  -3.9038  -0.2013  -1.7572
H  -2.1302  2.0190  -3.2781
H  -2.8962  0.4600  -3.5773
C  3.8300  1.3460  -0.1050
O  3.8638  -0.0948  -0.0792
C  2.8321  -0.7440  0.3808
O  2.7796  -1.9374  0.4940
H  4.8143  1.6586  -0.4336
H  3.6305  1.7460  0.8876
H  3.0838  1.7054  -0.8141